Record 1
{
  "formula": "Cl8I2K5O32",
  "method": "ωB97M-V/def2-TZVPD",
  "e_lumo_ev": 6.20,
  "charge": -5,
  "spin_multiplicity": 1,
  "species": ["K", "K", "K", "K", "K", "I", "I", "Cl", "O", "O", "O", "O", "Cl", "O", "O", "O", "O", "Cl", "O", "O", "O", "O", "Cl", "O", "O", "O", "O", "Cl", "O", "O", "O", "O", "Cl", "O", "O", "O", "O", "Cl", "O", "O", "O", "O", "Cl", "O", "O", "O", "O"],
  "positions_angstrom": [[-4.7624, -0.9473, -0.2151], [2.5693, -0.5001, -1.5402], [-2.5036, 1.2889, 2.6056], [0.8490, -2.1626, 3.0600], [3.0723, -5.3689, -1.2431], [0.2245, 2.9127, -2.8794], [0.1362, -6.1395, 2.0478], [-5.3623, -1.1662, -4.3802], [-5.5065, -2.1421, -3.4396], [-4.2667, -0.3145, -3.8485], [-4.8775, -1.5690, -5.6179], [-6.5410, -0.3626, -4.4894], [4.8864, 2.6353, 0.2569], [6.0289, 1.7321, 0.3426], [5.2137, 3.5939, 1.1306], [4.3892, 3.0074, -1.0494], [3.8985, 1.8502, 0.6874], [-0.2526, 4.6132, 2.2192], [0.0828, 3.8096, 1.0083], [0.7472, 4.4688, 3.3650], [-0.4797, 6.0306, 1.9106], [-1.5467, 4.3185, 2.7556], [-4.1038, 3.0183, -0.6774], [-4.8588, 3.5486, 0.4407], [-3.2682, 3.9560, -1.2881], [-3.1181, 2.1492, -0.1272], [-5.0886, 2.5830, -1.7417], [-0.9510, -1.4542, -0.3778], [-0.1022, -2.4274, -0.4675], [-0.1537, -0.2803, -0.2786], [-1.9438, -1.2489, -1.3531], [-1.4092, -1.2520, 0.8725], [2.1164, -2.4165, -4.9846], [3.1622, -2.7397, -5.8342], [2.3913, -1.2980, -4.1384], [0.9685, -2.3138, -5.8418], [1.8700, -3.3976, -3.9462], [-1.3581, -0.1759, 6.3307], [-2.3331, -0.9888, 5.8531], [-0.4075, -0.9645, 7.0021], [-1.1755, 0.6540, 5.0877], [-1.6473, 0.9288, 7.2329], [5.1148, -3.0791, 1.1467], [4.8920, -4.1632, 0.1511], [3.7556, -2.5580, 1.5161], [5.8047, -3.7138, 2.2238], [5.8442, -1.9545, 0.5123]],
  "forces_ev_per_a": [[0.90, 0.59, -1.18], [-0.55, 0.92, 0.04], [0.81, 0.81, -0.46], [-0.06, 0.09, -0.60], [-0.39, 0.66, 0.19], [0.30, -0.05, -0.37], [0.22, 0.04, -0.03], [5.11, 8.50, 0.78], [-1.99, -5.73, 3.51], [-1.52, -0.37, -0.10], [-0.49, -2.46, -3.39], [-1.62, -0.30, -0.49], [2.41, -4.54, -5.23], [2.19, -0.21, -2.35], [1.07, 7.67, 4.08], [2.41, 1.70, -0.78], [-7.68, -4.89, 4.23], [1.23, 1.32, -0.05], [-0.44, 1.48, 3.01], [-1.39, 0.04, -2.64], [2.05, -0.07, -0.65], [-1.73, -2.90, 0.84], [-0.68, 2.19, -2.24], [-0.90, -0.11, 0.42], [-0.05, 2.73, -1.19], [-0.45, -4.38, 1.25], [1.39, -1.03, 2.56], [-1.04, 13.95, -2.51], [6.50, -12.18, -2.02], [3.93, 3.33, -3.91], [-1.70, -2.01, -1.18], [-7.76, -3.52, 10.48], [-3.50, 0.22, 2.54], [3.77, -1.00, -1.54], [0.56, 2.23, -1.14], [-0.39, 0.64, 0.61], [0.02, -2.68, -0.18], [1.06, 8.39, -1.06], [-5.73, -4.92, -0.16], [2.72, -1.31, -0.19], [2.96, -1.20, -0.09], [-1.23, -1.24, 1.29], [-1.78, 1.97, -2.28], [0.07, 0.52, -0.03], [1.99, -1.08, 0.08], [0.21, 0.60, 0.72], [-0.81, -2.43, 1.39]]
}



Record 2
{
  "formula": "C5H7N2",
  "method": "ωB97M-V/def2-TZVPD",
  "e_lumo_ev": [-4.96, -4.96],
  "charge": 1,
  "de_lowest_kcal_mol": 138.42,
  "spin_multiplicity": 1,
  "smiles": "C=C=N[N+]#CCC",
  "species": ["C", "C", "C", "C", "C", "N", "N", "H", "H", "H", "H", "H", "H", "H"],
  "positions_angstrom": [[-0.7884, -0.5654, -0.2872], [2.2420, -1.0380, 1.2788], [3.4671, -1.0725, 1.6265], [-1.9962, 1.5912, -0.7673], [-1.8765, 0.0825, -1.0780], [0.2865, -0.8423, 0.0591], [1.1120, -1.3447, 0.8785], [4.0997, -1.9285, 1.1710], [4.0126, -0.3918, 2.2254], [-2.6079, 2.0468, -1.6194], [-1.0985, 2.0362, -0.6720], [-2.5902, 1.6252, 0.1828], [-1.4994, 0.2267, -2.1624], [-2.7627, -0.4255, -0.8357]],
  "forces_ev_per_a": [[0.72, 0.93, -1.43], [-0.70, -0.26, -1.57], [1.98, -1.79, -0.92], [-4.91, -1.42, 0.47], [2.89, 1.36, -1.28], [-2.05, 0.89, -0.73], [0.83, -1.07, 2.50], [-1.17, 1.50, 0.53], [0.04, 0.55, 0.78], [0.88, -0.53, 1.35], [2.97, 1.65, 0.26], [0.59, 0.72, -0.81], [-0.79, -1.75, 1.41], [-1.28, -0.78, -0.59]]
}